Entry 1:
This record from the OMol25 dataset describes a molecular structure, C38H42As2KN7O5S in a non-equilibrium geometry. The level of theory is the ωB97M-V functional and the def2-TZVPD basis.

Computed properties:
- lowest unoccupied orbital energy (eV) = -0.40
- net charge = 0
- HOMO (eV) = -7.7
- HOMO-LUMO gap (eV) = 7.328
- energy relative to the best compared isomer or geometry (same formula, charge and spin) (eV) = 0.434

Geometry (Å):
As  -1.659  1.825  1.518
As  2.022  -0.410  -2.966
K  0.304  -0.235  -0.163
S  6.055  -0.141  5.863
O  -2.188  -7.912  -1.723
O  2.193  0.092  -1.401
O  -1.200  -1.503  1.078
O  0.184  -2.179  -1.409
O  -3.026  -7.299  0.158
N  1.845  -1.559  1.768
N  -2.291  -7.123  -0.798
N  5.312  -1.391  5.163
N  -2.025  0.334  -1.684
N  1.816  1.174  1.760
N  5.333  1.090  5.108
N  -0.054  2.112  -1.851
C  3.576  -3.022  3.377
C  -3.539  2.220  1.058
C  -1.303  4.662  1.019
C  3.608  2.672  3.268
C  -2.863  -0.702  -1.721
C  -3.939  -0.780  -2.594
C  -3.288  1.364  -3.424
C  -0.707  0.749  4.037
C  4.465  0.548  4.272
C  -2.223  1.345  -2.534
C  -0.865  -5.558  -2.090
C  2.684  -0.928  2.603
C  0.892  4.213  -2.499
C  1.873  2.492  1.659
C  2.925  0.840  -4.131
C  -1.299  3.651  2.168
C  -1.815  -4.865  0.014
C  -1.337  3.648  -3.149
C  3.564  -1.630  3.431
C  -0.268  -4.341  -2.239
C  -1.229  -3.604  -0.109
C  -4.439  0.984  1.023
C  -0.402  -3.285  -1.262
C  3.581  1.283  3.374
C  2.683  0.562  2.584
C  -0.286  4.551  -3.143
C  4.453  -0.872  4.304
C  2.733  -3.661  2.501
C  -4.157  0.284  -3.452
C  1.886  -2.882  1.714
C  -1.504  -2.681  0.990
C  2.755  3.289  2.385
C  0.958  2.981  -1.862
C  0.356  -0.579  -3.919
C  2.983  -2.047  -3.259
C  -1.645  -5.823  -0.948
C  -1.177  2.427  -2.503
C  -2.008  1.032  3.282
H  -4.513  0.518  2.007
H  1.743  4.882  -2.491
H  -2.268  3.899  -3.642
H  -0.745  -6.339  -2.829
H  2.366  1.775  -4.161
H  -0.100  0.022  3.493
H  2.718  -4.740  2.416
H  2.591  -2.804  -2.583
H  -0.910  0.344  5.030
H  -0.079  0.408  -4.060
H  1.165  2.946  0.970
H  -2.311  4.805  0.622
H  -0.104  1.653  4.167
H  0.340  -4.124  -3.110
H  -2.420  -5.100  0.884
H  -0.677  4.331  0.185
H  1.208  -3.355  1.009
H  1.860  2.653  -1.351
H  -0.387  5.505  -3.645
H  -2.070  -3.156  1.816
H  -0.335  -1.236  -3.400
H  0.631  -0.995  -4.891
H  -2.661  -1.500  -1.015
H  4.025  -1.851  -3.023
H  -2.053  3.900  2.915
H  -2.542  0.096  3.114
H  -3.534  2.711  0.084
H  -0.936  5.638  1.341
H  -5.450  1.247  0.708
H  -3.429  2.192  -4.106
H  3.915  1.029  -3.721
H  2.751  4.365  2.259
H  -4.992  0.274  -4.142
H  4.257  -3.569  4.017
H  -3.916  2.943  1.784
H  3.012  0.435  -5.140
H  -2.666  1.699  3.842
H  -0.335  3.654  2.675
H  -4.584  -1.649  -2.593
H  4.306  3.233  3.877
H  -4.062  0.229  0.332
H  2.889  -2.376  -4.293

=====

Entry 2:
This record from the OMol25 dataset describes a molecular structure, C38H42As2NO4S2Sc. The level of theory is the ωB97M-V functional and the def2-TZVPD basis.

Computed properties:
- lowest unoccupied orbital energy (eV) = -5.43
- net charge = +2
- HOMO (eV) = -13.7
- HOMO-LUMO gap (eV) = 8.251
- energy relative to the best compared isomer or geometry (same formula, charge and spin) (eV) = 0.000

Geometry (Å):
As  -1.332  -2.537  -0.065
As  -1.476  0.556  -1.263
Sc  0.651  -0.599  0.233
S  1.770  2.525  -0.010
S  1.264  -1.618  2.618
O  0.772  3.520  -0.212
O  1.287  1.302  0.705
O  1.174  -0.975  -1.781
O  2.679  -1.030  -0.217
N  2.312  2.077  -1.462
C  -0.802  1.560  -2.772
C  3.130  3.074  0.914
C  -2.790  1.705  -0.462
C  -2.464  2.381  0.710
C  -0.097  -7.037  0.442
C  -0.235  3.672  -3.774
C  -0.908  -4.404  0.112
C  2.011  -3.207  2.186
C  -1.405  -5.155  1.173
C  -0.998  -6.472  1.333
C  3.690  2.296  1.919
C  3.335  -0.043  -2.316
C  6.481  4.592  3.081
C  -4.052  1.857  -1.030
C  4.724  4.807  1.300
C  0.002  -4.968  -0.780
C  -3.143  -1.121  1.643
C  0.401  -6.286  -0.616
C  -2.524  -0.899  -2.081
C  -0.174  -2.152  3.569
C  -4.370  -0.823  2.219
C  3.640  4.333  0.593
C  -4.664  3.346  0.757
C  0.388  3.008  -4.822
C  -0.190  0.893  -3.831
C  5.311  4.048  2.319
C  -3.403  3.203  1.318
C  -5.450  -1.666  2.005
C  3.562  1.351  -1.708
C  -5.308  -2.802  1.215
C  -4.086  -3.095  0.630
C  4.780  2.794  2.613
C  -4.987  2.676  -0.416
C  -1.868  -2.272  -1.933
C  -2.997  -2.254  0.849
C  0.400  1.618  -4.857
C  2.382  -0.774  -1.428
C  -0.835  2.949  -2.749
H  3.280  1.324  2.158
H  -2.121  -4.727  1.865
H  6.186  5.480  3.642
H  -1.391  -7.061  2.152
H  4.087  1.256  -0.757
H  -0.740  -1.266  3.850
H  4.191  1.942  -2.372
H  -4.312  1.349  -1.951
H  -0.799  -2.825  2.987
H  6.879  3.863  3.782
H  4.291  -0.566  -2.354
H  3.181  4.932  -0.183
H  -3.985  -3.978  0.010
H  -4.483  0.066  2.826
H  -0.971  -2.364  -2.546
H  -3.490  -0.884  -1.577
H  2.354  -3.683  3.101
H  0.178  -2.649  4.471
H  5.124  5.786  1.068
H  2.914  0.025  -3.317
H  0.845  3.573  -5.625
H  -6.154  -3.456  1.051
H  1.098  -6.729  -1.315
H  -0.163  -0.189  -3.861
H  -6.408  -1.440  2.453
H  -5.396  3.986  1.231
H  -1.474  2.285  1.142
H  0.215  -8.065  0.567
H  0.399  -4.389  -1.607
H  -2.559  -3.068  -2.214
H  5.224  2.200  3.401
H  7.279  4.891  2.400
H  0.860  1.100  -5.688
H  -5.968  2.797  -0.857
H  -0.267  4.753  -3.757
H  2.862  -2.998  1.542
H  -2.305  -0.449  1.809
H  1.295  -3.845  1.670
H  -2.687  -0.653  -3.130
H  1.806  2.511  -2.229
H  -1.316  3.474  -1.934
H  -3.147  3.736  2.225

=====

Entry 3:
This record from the OMol25 dataset describes a molecular structure, C38H42AsIrN4P2SSe2 in a non-equilibrium geometry. The level of theory is the ωB97M-V functional and the def2-TZVPD basis.

Computed properties:
- ⟨S²⟩ = 0.761
- spin multiplicity = 2
- lowest unoccupied orbital energy (spin up / spin down) (eV) = -9.54 / -10.56
- net charge = +3
- HOMO (spin up / spin down) (eV) = -13.8 / -13.8
- HOMO-LUMO gap (spin up / spin down) (eV) = 4.271 / 3.224
- energy relative to the best compared isomer or geometry (same formula, charge and spin) (eV) = 2.031

Geometry (Å):
Ir  -2.009  1.069  0.696
Se  0.523  -2.407  -4.195
Se  -1.257  -0.849  1.794
As  -5.309  0.267  -0.975
S  -4.293  0.857  0.865
P  0.645  -1.199  0.623
P  1.768  -0.904  -3.390
N  -2.168  1.778  5.362
N  -0.762  1.501  -1.737
N  -0.621  0.761  -0.629
N  0.033  1.054  -2.628
C  4.289  -0.600  -2.243
C  2.071  -0.639  1.540
C  3.537  0.353  -5.146
C  -2.018  5.269  2.767
C  3.330  -0.939  1.017
C  -0.721  1.484  5.171
C  0.192  -3.466  -0.847
C  4.344  0.175  2.892
C  -6.657  1.583  -1.310
C  0.756  -0.011  -2.142
C  1.196  0.847  -5.454
C  1.953  0.050  2.745
C  -2.474  4.214  3.549
C  4.585  -3.315  -1.722
C  0.199  -4.840  -1.021
C  3.266  -1.494  -2.575
C  5.465  -1.072  -1.685
C  -1.850  2.646  1.855
C  3.418  -2.853  -2.315
C  -2.931  1.833  4.061
C  4.461  -0.523  1.698
C  -1.459  5.018  1.527
C  0.781  -5.657  -0.062
C  -6.163  -1.410  -0.626
C  2.215  0.231  -4.723
C  -4.197  0.086  -2.525
C  -2.793  0.791  6.299
C  2.829  1.756  -6.964
C  3.841  1.127  -6.258
C  1.508  1.612  -6.561
C  1.387  -3.744  1.256
C  -2.394  2.891  3.133
C  3.091  0.455  3.420
C  0.343  -0.207  -0.836
C  5.609  -2.430  -1.418
C  1.377  -5.113  1.072
C  0.801  -2.922  0.283
C  -1.369  3.710  1.070
H  -5.405  -2.187  -0.540
H  0.164  0.731  -5.156
H  -0.641  0.484  4.751
H  0.973  0.266  3.150
H  -2.265  0.827  7.248
H  -2.883  0.832  3.634
H  -6.830  -1.627  -1.460
H  -6.183  2.526  -1.577
H  4.705  -4.372  -1.526
H  -3.838  1.051  6.441
H  5.438  -0.755  1.298
H  -2.703  -0.198  5.857
H  -7.268  1.222  -2.138
H  5.233  0.495  3.417
H  -6.733  -1.340  0.299
H  1.832  -5.759  1.810
H  1.860  -3.316  2.131
H  -0.253  -5.267  -1.905
H  -2.238  2.703  5.793
H  -2.106  6.284  3.130
H  -0.284  -2.837  -1.588
H  3.066  2.341  -7.842
H  -7.271  1.709  -0.420
H  -1.106  5.830  0.908
H  -2.923  4.446  4.511
H  4.339  -0.158  -4.636
H  -0.918  3.521  0.101
H  2.631  -3.542  -2.598
H  -3.966  2.046  4.330
H  -3.486  -0.727  -2.379
H  6.527  -2.799  -0.980
H  4.870  1.227  -6.573
H  -4.865  -0.153  -3.354
H  3.428  -1.508  0.102
H  6.273  -0.386  -1.469
H  -0.295  2.217  4.491
H  3.008  0.982  4.361
H  -0.228  1.531  6.138
H  4.171  0.462  -2.423
H  -3.676  1.020  -2.727
H  0.715  2.086  -7.123
H  0.766  -6.730  -0.194

=====

Q: What is the net charge in the second record?
A: +2

=====

Q: Among the records above, which one has the lowest energy relative to the best compared isomer or geometry (same formula, charge and spin)?
A: C38H42As2NO4S2Sc